19
Properties=species:S:1:pos:R:3:nbo_charge:R:1 method="wB97M-V/def2-TZVPD" max_force_ev_per_a=5.85 e_above_lowest_kcal_mol=72.43 e_tot_ev=-9368.0528 lumo_ev=0.811 e_homo_ha=-0.2952 gap_ev=8.84
C 0.24 0.68 0.38 0.48
C -0.71 0.53 -0.69 -0.42
C -1.18 -1.19 -0.41 -0.23
C 1.63 0.11 0.21 -0.67
N -0.21 0.75 1.70 -0.86
N -0.36 -2.18 -1.03 -0.84
O 0.38 2.40 -0.28 -0.92
H 0.16 3.00 0.45 0.44
H -1.10 1.22 1.80 0.40
H 0.20 0.09 2.34 0.40
H -0.07 -1.92 -1.97 0.36
H 0.43 -2.46 -0.47 0.36
H -0.28 0.52 -1.69 0.22
H -1.64 1.08 -0.59 0.22
H -1.34 -1.42 0.64 0.19
H -2.17 -1.18 -0.87 0.18
H 1.84 -0.15 -0.83 0.23
H 1.82 -0.76 0.84 0.21
H 2.35 0.90 0.47 0.26

12
Properties=species:S:1:pos:R:3:nbo_charge:R:1 method="wB97M-V/def2-TZVPD" max_force_ev_per_a=7.50 e_above_lowest_kcal_mol=184.99 smiles="C1=NO[C@H]2ON=C[C@H]12" e_tot_ev=-11280.5178 lumo_ev=0.613 e_homo_ha=-0.3673 gap_ev=10.61
C -1.33 0.82 -0.05 0.02
C 0.02 0.42 0.39 -0.39
C 1.55 0.78 -0.09 0.05
C -0.05 -1.05 -0.14 0.36
H -1.81 1.70 -0.48 0.24
H 0.07 0.44 1.55 0.26
H 1.85 1.72 0.05 0.21
H -0.40 -1.37 -1.35 0.16
N -2.09 -0.25 -0.20 -0.07
N 2.18 -0.29 -0.02 -0.05
O -1.35 -1.40 0.35 -0.41
O 1.35 -1.53 0.00 -0.37

252
Properties=species:S:1:pos:R:3:mulliken_charge:R:1 method="wB97M-V/def2-TZVPD" max_force_ev_per_a=12.35 e_tot_ev=-323574.3838 lumo_ev=-4.011 total_charge=+1 e_homo_ha=-0.4093 gap_ev=7.13
C 1.40 4.64 5.64 -1.55
C 2.32 5.11 4.48 1.09
C 3.85 4.97 4.93 -0.90
C 4.84 4.77 3.83 -0.51
C 4.41 3.72 2.85 -1.07
C 3.02 4.03 2.21 2.10
N 2.12 4.13 3.37 1.37
O 1.50 3.23 3.56 -0.41
C 2.68 2.81 1.32 -0.03
C 3.06 5.24 1.38 -1.37
C 1.96 6.52 4.12 -1.76
H 0.38 4.59 5.33 0.33
H 1.48 5.31 6.52 0.39
H 1.68 3.59 5.81 0.48
H 3.82 4.06 5.59 0.35
H 4.10 5.85 5.58 0.36
H 5.91 4.56 4.21 0.47
H 5.05 5.73 3.31 0.23
H 4.32 2.79 3.41 0.68
H 5.12 3.54 2.07 -0.01
H 1.62 2.79 1.18 0.08
H 2.99 1.89 1.91 0.10
H 3.19 2.97 0.38 -0.64
H 3.36 5.02 0.37 -0.43
H 3.63 6.10 1.70 0.57
H 2.04 5.65 1.20 -0.06
H 2.08 7.14 5.00 0.52
H 0.94 6.65 3.83 0.30
H 2.56 6.98 3.36 0.36
C -3.56 -10.09 0.28 -1.68
C -4.33 -8.83 -0.07 1.38
C -5.55 -8.69 0.80 -1.03
C -5.27 -8.34 2.24 -1.06
C -4.55 -7.03 2.14 -1.32
C -3.22 -6.99 1.44 2.12
N -3.22 -7.81 0.12 1.30
O -2.48 -7.68 -0.66 -0.36
C -2.11 -7.60 2.24 -1.79
C -2.74 -5.56 1.10 -1.57
C -4.73 -8.77 -1.53 -1.53
H -4.27 -10.91 0.39 0.39
H -3.14 -9.92 1.27 0.45
H -2.76 -10.29 -0.40 0.41
H -6.02 -9.66 0.59 0.69
H -6.27 -7.91 0.54 0.14
H -4.65 -9.03 2.80 0.48
H -6.21 -8.17 2.75 0.46
H -4.37 -6.65 3.15 0.49
H -5.19 -6.28 1.72 0.32
H -1.68 -7.01 3.06 0.42
H -1.23 -7.77 1.58 0.35
H -2.48 -8.55 2.70 0.44
H -3.43 -4.94 0.52 -0.65
H -1.75 -5.49 0.70 0.39
H -2.77 -5.26 2.16 0.71
H -5.72 -9.27 -1.68 0.33
H -3.99 -9.17 -2.22 0.44
H -4.82 -7.71 -1.85 0.23
C -3.75 4.37 -5.10 -1.69
C -3.41 5.44 -4.08 1.84
C -2.53 4.67 -3.00 -1.32
C -1.25 4.14 -3.58 1.73
C -0.35 5.21 -4.15 -1.74
C -1.04 6.09 -5.15 1.65
N -2.50 6.45 -4.66 0.91
O -2.81 7.51 -4.85 -0.45
C -1.13 5.33 -6.48 -1.63
C -0.33 7.41 -5.33 -1.85
C -4.53 6.16 -3.42 -1.99
H -4.55 3.84 -4.66 0.56
H -2.98 3.62 -5.19 0.26
H -4.13 4.88 -6.01 0.27
H -3.13 3.86 -2.61 0.72
H -2.29 5.36 -2.18 0.31
H -1.19 3.29 -4.28 -1.03
H -0.69 3.74 -2.68 -0.17
H 0.59 4.80 -4.56 0.48
H 0.00 5.82 -3.34 0.50
H -1.51 4.34 -6.34 0.32
H -0.09 5.31 -6.93 0.43
H -1.75 5.82 -7.18 0.41
H -0.36 8.02 -4.42 0.42
H -0.54 7.98 -6.26 0.37
H 0.67 7.10 -5.53 0.48
H -4.93 6.85 -4.11 0.56
H -4.23 6.70 -2.54 0.38
H -5.32 5.45 -3.19 0.36
C 0.04 0.01 5.21 -1.40
C -1.34 -0.59 5.56 0.04
C -2.30 0.57 5.79 -0.61
N -3.70 0.15 6.05 0.64
C -3.82 -0.42 7.46 -0.70
C -5.23 -0.59 7.97 -0.63
C -6.14 0.65 7.88 -0.75
C -6.03 1.20 6.43 -0.80
C -4.55 1.39 6.03 -0.01
C -4.25 -0.88 5.04 -0.79
H -0.03 0.72 4.39 0.13
H 0.66 -0.88 5.01 0.50
H 0.47 0.54 6.06 0.44
H -1.26 -1.24 6.42 0.39
H -1.71 -1.19 4.70 0.12
H -2.25 1.38 5.01 0.02
H -1.98 1.06 6.70 0.40
H -3.16 0.13 8.14 0.52
H -3.33 -1.39 7.49 0.39
H -5.19 -0.89 9.02 0.41
H -5.73 -1.39 7.39 0.26
H -6.02 1.32 8.76 0.33
H -7.19 0.32 8.05 0.38
H -6.56 2.18 6.34 0.40
H -6.56 0.50 5.83 0.32
H -4.02 2.14 6.66 0.40
H -4.47 1.82 5.07 -0.04
H -5.28 -1.08 5.30 0.47
H -3.75 -1.82 5.00 0.40
H -4.19 -0.36 4.06 0.00
C 7.23 1.42 -4.43 -1.74
C 5.88 0.93 -3.88 0.56
N 5.92 -0.06 -2.81 0.83
C 4.49 -0.40 -2.51 0.94
C 6.61 -1.27 -3.25 -0.58
C 6.25 -1.77 -4.66 -1.51
C 6.55 0.47 -1.60 0.13
C 6.49 -0.42 -0.38 -1.59
O 5.34 -0.03 0.38 0.22
C 5.17 -0.80 1.61 -0.80
H 7.89 2.09 -3.89 0.17
H 7.05 1.89 -5.44 0.42
H 7.87 0.58 -4.60 0.53
H 5.23 0.54 -4.65 0.43
H 5.35 1.82 -3.57 -0.50
H 3.94 -0.64 -3.39 0.62
H 4.02 0.48 -2.04 -1.02
H 4.38 -1.20 -1.73 -0.45
H 6.26 -1.96 -2.49 0.74
H 7.69 -1.16 -3.28 0.43
H 6.71 -1.22 -5.46 0.41
H 5.19 -1.87 -4.95 0.13
H 6.59 -2.80 -4.74 0.49
H 5.94 1.38 -1.40 -0.51
H 7.57 0.75 -1.84 0.88
H 7.40 -0.30 0.19 0.81
H 6.51 -1.47 -0.56 0.43
H 4.63 -1.76 1.57 -0.15
H 4.79 -0.07 2.35 0.10
H 6.13 -1.01 2.05 0.64
C -2.84 -1.18 0.10 -0.02
C -1.51 -0.68 0.71 -0.15
N -0.38 -0.44 -0.29 1.33
C -0.73 0.61 -1.22 0.19
C 0.83 -0.10 0.51 0.33
C 1.99 0.23 -0.45 0.21
C -0.16 -1.69 -1.08 0.77
C 0.59 -2.79 -0.41 0.52
O -0.11 -3.36 0.75 0.24
C 0.74 -3.81 1.72 -0.02
H -3.60 -1.09 0.86 0.81
H -2.76 -2.26 -0.12 -0.84
H -3.13 -0.63 -0.80 0.06
H -1.08 -1.49 1.36 0.15
H -1.59 0.30 1.21 0.05
H 0.07 0.68 -1.92 0.08
H -0.86 1.53 -0.59 -0.67
H -1.65 0.38 -1.72 -0.02
H 1.04 -0.97 1.17 -0.54
H 0.57 0.78 1.19 -0.09
H 2.94 0.26 0.05 -0.15
H 1.88 1.22 -0.82 0.21
H 2.14 -0.52 -1.23 0.19
H 0.40 -1.47 -2.01 -1.00
H -1.15 -1.99 -1.39 0.32
H 1.56 -2.43 -0.05 -1.01
H 0.80 -3.63 -1.15 0.59
H 0.23 -4.39 2.48 0.25
H 1.33 -3.00 2.21 0.06
H 1.55 -4.44 1.24 -0.42
C -2.01 5.74 1.31 0.17
F -3.03 5.97 2.10 -0.16
F -2.38 5.82 0.05 -0.13
F -1.09 6.74 1.57 -0.23
S -1.14 4.16 1.77 0.96
O -0.03 4.19 0.82 -0.33
O -0.94 4.26 3.19 -0.62
N -2.16 2.94 1.45 -0.15
S -3.33 2.56 2.39 0.77
O -3.29 1.18 2.73 -0.61
O -3.63 3.45 3.49 -0.70
C -4.86 2.82 1.21 0.22
F -5.91 2.54 2.00 -0.23
F -4.94 4.04 0.70 -0.16
F -4.99 1.98 0.13 -0.17
C 3.52 3.96 -2.61 0.02
F 2.37 4.34 -1.96 0.10
F 4.00 2.88 -1.87 -0.14
F 3.03 3.52 -3.76 -0.26
S 4.83 5.13 -2.92 1.01
O 5.73 4.21 -3.51 -0.55
O 4.15 6.20 -3.58 -0.72
N 5.19 5.57 -1.46 -0.32
S 6.52 5.74 -0.52 0.80
O 7.46 6.75 -0.96 -0.64
O 5.90 5.74 0.81 -0.56
C 7.35 4.17 -0.54 0.69
F 6.67 3.11 -0.07 -0.27
F 7.57 3.84 -1.86 -0.21
F 8.49 4.25 0.19 -0.24
C -2.13 -4.90 -2.81 0.58
F -1.74 -4.99 -1.57 -0.10
F -1.13 -4.29 -3.45 -0.15
F -2.33 -6.08 -3.36 -0.27
S -3.70 -3.81 -2.81 0.50
O -3.20 -2.57 -2.32 -0.38
O -4.16 -3.94 -4.15 -0.72
N -4.53 -4.64 -1.69 -0.15
S -6.08 -4.62 -1.39 0.93
O -6.87 -4.09 -2.47 -0.68
O -6.38 -5.84 -0.76 -0.62
C -6.14 -3.39 0.02 0.58
F -5.33 -3.85 1.04 -0.19
F -5.65 -2.21 -0.39 -0.20
F -7.36 -3.24 0.66 -0.28
C 1.58 -1.16 -5.57 0.41
F 2.77 -1.72 -5.17 -0.25
F 1.27 -1.52 -6.81 -0.19
F 0.68 -1.89 -4.72 -0.21
S 1.33 0.66 -5.20 0.92
O 1.86 0.65 -3.89 -0.34
O 1.95 1.46 -6.19 -0.85
N -0.21 0.86 -5.05 -0.06
S -1.38 0.66 -6.04 0.79
O -1.91 1.96 -6.51 -0.76
O -1.15 -0.30 -7.03 -0.63
C -2.61 0.11 -4.80 0.63
F -2.60 0.93 -3.74 -0.17
F -3.89 -0.05 -5.12 -0.26
F -2.26 -1.11 -4.42 -0.09
C 1.99 -7.46 0.98 0.68
F 1.78 -8.76 0.86 -0.22
F 1.06 -6.81 0.23 -0.22
F 1.95 -7.14 2.26 -0.25
S 3.62 -6.95 0.17 1.01
O 4.64 -7.30 1.17 -0.71
O 3.48 -7.64 -1.08 -0.63
N 3.26 -5.40 0.07 -0.18
S 4.14 -4.24 -0.50 0.63
O 3.52 -2.97 -0.22 -0.52
O 5.51 -4.26 -0.16 -0.69
C 3.82 -4.38 -2.28 0.70
F 3.86 -5.69 -2.62 -0.21
F 2.66 -3.86 -2.65 -0.16
F 4.77 -3.70 -3.08 -0.23

51
Properties=species:S:1:pos:R:3:nbo_charge:R:1 method="wB97M-V/def2-TZVPD" max_force_ev_per_a=11.47 e_tot_ev=-90578.0511 lumo_ev="-2.307 / -6.056" multiplicity=2 s_squared=0.76 e_homo_ha="-0.3785 / -0.3783" gap_ev="7.99 / 4.24"
Li 0.26 0.70 -0.60 0.84
N 0.13 2.62 -0.04 -1.17
S 1.03 3.87 0.34 2.41
O 1.37 4.01 1.72 -0.89
O 1.06 5.08 -0.46 -0.86
F 2.30 3.06 -0.23 -0.53
S -1.28 3.58 0.08 2.36
O -1.76 4.31 -1.07 -0.87
O -1.49 4.16 1.37 -0.86
F -2.41 2.38 0.03 -0.53
N -0.85 0.51 4.59 -0.59
S -0.99 1.15 2.97 2.25
O -2.24 1.90 2.65 -0.73
O -0.24 0.40 1.97 -0.82
F 0.03 2.38 3.31 -0.45
S -1.81 -0.63 4.27 2.29
O -1.22 -1.68 3.45 -0.76
O -3.26 -0.30 4.37 -0.70
F -1.58 -1.29 5.74 -0.49
C -2.45 -0.83 0.02 -0.26
O -1.41 -0.29 -0.74 -0.57
C -1.86 -0.08 -2.08 -0.09
C -0.85 0.81 -2.84 -0.10
O 0.54 0.45 -2.51 -0.59
C 1.49 1.46 -2.91 -0.26
H -2.70 -1.87 -0.18 0.17
H -3.46 -0.45 -0.09 0.19
H -2.22 -0.76 1.09 0.19
H -2.84 0.38 -2.22 0.21
H -1.87 -1.06 -2.56 0.18
H -1.04 1.83 -2.52 0.20
H -1.01 0.74 -3.92 0.20
H 1.58 1.44 -3.99 0.18
H 2.43 1.21 -2.41 0.20
H 1.21 2.47 -2.63 0.20
C 2.46 -0.08 0.58 -0.26
O 1.37 -0.74 -0.04 -0.60
C 1.09 -2.04 0.56 -0.08
C 1.00 -3.21 -0.51 -0.09
O 2.28 -3.63 -1.01 -0.54
C 2.11 -4.95 -1.63 -0.25
H 2.96 -0.69 1.33 0.19
H 2.10 0.81 1.11 0.19
H 3.14 0.19 -0.22 0.19
H 0.18 -1.97 1.16 0.20
H 1.84 -2.39 1.27 0.19
H 0.23 -3.05 -1.26 0.17
H 0.50 -4.05 -0.03 0.16
H 1.84 -5.71 -0.89 0.17
H 3.07 -5.17 -2.09 0.20
H 1.25 -4.98 -2.30 0.17